1.
Computed, not measured: a 5-piece molecular cluster, C26H59NO8S4 overall in a non-equilibrium geometry, with ωB97M-V/def2-TZVPD.

Each line ends with the Mulliken charge.
CARTESIAN COORDINATES (ANGSTROEM)
1 S 5.791 4.295 -4.829  0.33
2 S 0.587 -3.208 -1.587  0.55
3 S -5.260 -2.161 4.303  0.26
4 S -3.589 -5.319 6.105  0.57
5 O -5.161 2.647 2.098  -0.60
6 O 5.511 3.335 -3.730  -0.49
7 O -3.844 0.624 -1.328  -0.11
8 O -2.559 -0.910 -2.285  -0.62
9 O 1.687 -4.208 -1.588  -0.65
10 O -5.015 2.837 -0.077  -0.40
11 O -2.887 -4.223 6.829  -0.65
12 O -5.633 -1.447 3.050  -0.58
13 N -2.746 1.115 -3.256  -0.25
14 C -3.219 -6.848 6.973  -0.99
15 C 5.994 0.204 -0.251  -0.75
16 C -1.822 2.151 -2.720  -0.82
17 C 4.273 3.514 -0.592  -0.36
18 C 1.882 2.968 -2.394  0.00
19 C -6.161 0.909 0.882  -0.10
20 C 0.680 2.050 -2.036  -0.67
21 C 2.905 4.198 -0.337  -0.92
22 C -0.360 1.899 -3.183  -0.33
23 C -5.405 2.196 1.031  0.49
24 C 4.161 2.031 -0.135  -0.67
25 C 0.766 -2.210 -0.102  -0.38
26 C 4.556 -3.392 -0.027  -1.29
27 C -3.038 0.171 -2.275  0.35
28 C -0.909 -4.056 -1.065  -0.84
29 C 4.794 -1.919 0.386  -0.01
30 C -4.777 -0.356 -0.840  -0.55
31 C 5.815 -1.302 -0.572  -0.92
32 C 4.922 1.025 -1.031  -0.34
33 C -3.470 -2.128 4.414  -1.06
34 C 5.616 3.396 -6.377  -0.96
35 C 1.982 4.259 -1.556  -0.98
36 C 4.318 5.308 -5.032  -0.86
37 C -6.124 0.291 -0.523  -0.77
38 C -5.322 -5.249 6.581  -0.77
39 C -5.553 -1.030 5.668  -0.97
40 H 2.786 2.364 -2.390  0.29
41 H -5.055 -0.081 5.472  0.36
42 H 0.843 -2.858 0.772  0.42
43 H -4.905 -1.145 -1.572  0.45
44 H 6.761 -1.843 -0.552  0.47
45 H 4.210 5.928 -4.144  0.28
46 H 5.100 4.014 -0.097  0.50
47 H -5.404 -5.240 7.669  0.31
48 H -6.626 -0.870 5.752  0.34
49 H 5.199 -1.891 1.398  0.27
50 H -4.405 -0.777 0.095  0.26
51 H -5.176 -1.474 6.591  0.37
52 H 5.873 0.387 0.813  0.40
53 H -0.141 2.569 -4.010  0.32
54 H -6.863 -0.509 -0.568  0.48
55 H -1.875 2.206 -1.639  0.43
56 H -6.400 1.028 -1.275  0.29
57 H 0.185 2.395 -1.129  0.50
58 H -7.203 1.156 1.087  0.31
59 H 2.440 3.718 0.522  0.39
60 H -3.156 -2.532 5.377  0.43
61 H 3.101 1.787 -0.224  0.00
62 H 1.742 3.279 -3.430  0.14
63 H 5.692 4.093 -7.212  0.39
64 H 6.996 0.461 -0.586  0.38
65 H 5.411 -1.407 -1.580  0.32
66 H -1.183 -4.767 -1.842  0.34
67 H 4.010 -3.349 -0.965  0.28
68 H -0.288 0.878 -3.549  0.41
69 H 1.675 -1.618 -0.199  -0.34
70 H -0.094 -1.545 -0.008  0.36
71 H 4.434 5.945 -5.909  0.44
72 H 4.655 2.881 -6.398  0.29
73 H -5.846 -6.111 6.168  0.37
74 H -3.440 -6.731 8.034  0.31
75 H -1.710 -3.326 -0.938  0.21
76 H 2.203 5.090 -2.224  0.31
77 H 5.524 -3.861 -0.167  0.41
78 H 4.423 3.494 -1.676  0.02
79 H 3.112 5.230 -0.043  0.37
80 H -3.117 -1.103 4.296  0.42
81 H 3.929 -3.906 0.697  0.33
82 H -2.160 -7.064 6.842  0.34
83 H -2.137 3.110 -3.127  0.32
84 H 6.422 2.667 -6.438  0.32
85 H -0.723 -4.587 -0.130  0.33
86 H 3.855 -1.373 0.334  0.06
87 H 3.443 4.667 -5.140  0.19
88 H 0.977 4.452 -1.172  0.44
89 H -2.347 0.646 -4.055  0.34
90 H 4.191 0.348 -1.470  0.29
91 H -5.837 0.197 1.630  0.02
92 H 5.420 1.526 -1.859  0.28
93 H 1.084 1.054 -1.869  -0.20
94 H -3.070 -2.748 3.613  0.31
95 H 4.405 1.949 0.924  0.52
96 H -5.749 -4.336 6.173  0.19
97 H -4.764 3.733 0.191  0.34
98 H -3.811 -7.658 6.548  0.37

Output
HOMO energy   -0.31516 Eh
Charge   0
Strongest force on any atom   2.88 eV/A
LUMO   0.409 eV

2.
Computed, not measured: C26H59O10PS as an isolated structure in a non-equilibrium geometry, with ωB97M-V/def2-TZVPD.

Each line ends with the Mulliken charge.
CARTESIAN COORDINATES (ANGSTROEM)
1 S -5.998 -0.148 -1.971  -0.03
2 P -3.879 -1.565 -0.787  1.05
3 O -3.141 -1.086 -2.093  -0.18
4 O -3.800 -0.423 0.326  -0.24
5 O -5.436 -1.576 -1.216  -0.36
6 O 7.081 -2.086 -4.940  -0.52
7 O 2.997 3.156 -0.800  -0.56
8 O -6.456 2.164 3.785  -0.39
9 O -3.425 -2.850 -0.274  -0.74
10 O 2.875 -2.024 -2.093  -0.47
11 O 0.770 -4.502 1.880  -0.47
12 O -6.675 2.357 0.639  -0.41
13 C 1.736 -4.593 2.924  0.49
14 C -1.535 1.124 -1.378  -0.24
15 C -1.692 -1.247 -2.078  -0.98
16 C -5.031 0.419 4.669  -1.23
17 C -7.897 3.095 0.509  0.28
18 C 0.576 -1.805 -0.106  -1.63
19 C -0.027 1.913 0.287  -0.89
20 C 3.250 3.607 1.563  -1.21
21 C 1.197 -3.952 4.195  -1.29
22 C 3.654 -0.845 -2.281  1.61
23 C -1.034 2.173 -0.630  -0.88
24 C 4.454 1.697 0.457  -0.86
25 C -5.185 2.671 5.778  -1.32
26 C 0.473 0.628 0.424  -0.16
27 C 2.124 -6.046 3.156  -1.38
28 C 3.919 3.110 0.289  0.51
29 C 9.317 -1.212 -5.233  -1.44
30 C 5.126 -1.198 -2.417  -1.53
31 C -8.280 3.652 1.867  -1.12
32 C -1.042 -0.177 -1.231  0.32
33 C 3.154 -0.074 -3.493  -1.40
34 C -0.017 -0.443 -0.325  1.07
35 C -8.988 2.205 -0.065  -1.22
36 C 7.328 -0.100 -6.297  -1.27
37 C -5.930 1.604 4.990  0.27
38 C 7.837 -0.886 -5.098  0.65
39 H -5.713 2.478 3.255  0.31
40 H -5.580 -0.336 4.104  0.30
41 H -4.801 2.273 6.718  0.39
42 H 9.664 -1.775 -4.366  0.35
43 H -8.432 2.837 2.571  0.22
44 H -5.842 3.512 5.998  0.33
45 H -8.688 1.802 -1.033  0.26
46 H 1.652 -1.748 -0.156  0.22
47 H 1.933 -3.982 4.999  0.39
48 H -9.174 1.356 0.597  0.30
49 H -7.479 4.275 2.261  0.27
50 H 5.471 -1.749 -1.541  0.37
51 H 5.738 -0.300 -2.527  0.32
52 H -4.643 -0.043 5.578  0.41
53 H -1.440 3.159 -0.784  0.49
54 H 0.923 -2.913 4.012  0.31
55 H -1.399 -1.130 -3.114  0.21
56 H 7.871 0.838 -6.417  0.37
57 H -0.015 -4.986 2.156  0.31
58 H -9.194 4.248 1.818  0.46
59 H -4.184 0.737 4.055  0.30
60 H 2.869 4.619 1.424  0.31
61 H 9.916 -0.305 -5.323  0.37
62 H 2.096 0.168 -3.381  0.27
63 H -4.343 3.055 5.197  0.35
64 H 3.633 1.007 0.677  0.08
65 H 3.500 -0.245 -1.383  -0.55
66 H 3.710 0.854 -3.630  0.37
67 H 2.970 -2.589 -2.866  0.31
68 H 4.736 3.781 0.021  0.35
69 H -6.792 1.263 5.563  0.26
70 H 2.400 2.968 1.819  0.16
71 H 2.887 -6.135 3.931  0.38
72 H -4.678 -0.145 0.606  0.25
73 H -5.439 0.847 -1.250  0.05
74 H 9.492 -1.831 -6.117  0.36
75 H 5.292 -1.835 -3.287  0.38
76 H -2.328 1.309 -2.084  0.53
77 H 1.249 0.435 1.151  0.50
78 H 0.276 -2.130 0.887  0.34
79 H 2.259 2.569 -0.593  0.21
80 H 1.251 -6.629 3.463  0.36
81 H 0.212 -2.538 -0.805  0.34
82 H -1.449 -2.244 -1.748  0.43
83 H 7.673 -0.307 -4.188  0.20
84 H 3.946 3.608 2.403  0.40
85 H 2.606 -4.035 2.576  0.26
86 H 0.296 -4.473 4.532  0.33
87 H -9.920 2.757 -0.190  0.41
88 H 7.207 -2.621 -5.730  0.33
89 H 3.259 -0.681 -4.397  0.38
90 H 0.354 2.721 0.893  0.48
91 H 7.443 -0.686 -7.214  0.34
92 H -6.847 1.638 1.259  0.32
93 H -7.690 3.910 -0.186  0.28
94 H 6.267 0.124 -6.184  0.30
95 H 4.924 1.360 -0.467  0.06
96 H 5.185 1.634 1.265  0.46
97 H 2.507 -6.489 2.237  0.33

Output
ΔE to the lowest compared entry with this formula, charge and spin   0.00 kcal per mole
HOMO energy   -0.32768 Eh
Charge   0
Strongest force on any atom   1.29 eV/A
LUMO   0.367 eV